Entry 1:
The following is a quantum chemistry calculation of the ion C6H12F5NO3P with charge +1, from the Open Molecules 2025 dataset.

Properties
SMILES: CC[C@H](C)[N@@H+](C(F)(F)C(F)(F)F)P(=O)(O)O
Total charge: +1

Geometry (Å):
P (1.1999, 1.1424, 0.7973)
F (0.3084, -0.7331, 2.7103)
F (-3.2485, -0.0890, 1.3862)
F (-2.5282, -1.2831, 3.3640)
F (-1.8360, 0.9960, 3.1344)
F (-0.8815, -2.0844, 1.1521)
O (1.5948, 2.2786, -0.5090)
O (2.5429, 0.0413, 0.8891)
O (1.1074, 2.0781, 2.1083)
N (-0.3992, 0.3223, 0.5237)
C (-2.1287, -0.2552, 2.3403)
C (-1.1599, 1.2000, -1.7540)
C (-0.6232, -0.1308, -0.8918)
C (1.2938, -2.1162, -1.1392)
C (-0.6918, -0.6926, 1.6037)
C (0.6678, -0.7039, -1.7010)
H (0.7266, -3.0550, -1.6008)
H (0.2877, -0.9454, -2.8077)
H (-0.9378, 2.2164, -1.1870)
H (1.4188, -2.1702, 0.0239)
H (1.5640, 0.0361, -1.8377)
H (1.4752, 3.2190, -0.1422)
H (-1.5004, -0.9236, -1.0290)
H (-2.2916, 1.0850, -2.0578)
H (3.2927, 0.3747, 0.2986)
H (2.3979, -2.1836, -1.5881)
H (-1.0992, 1.1103, 0.6853)
H (-0.5517, 1.2658, -2.7721)

***

Entry 2:
The following is a quantum chemistry calculation of a structure of composition C15H15BrMgN3O, from the Open Molecules 2025 dataset.

Properties
Total charge: +1

Geometry (Å):
Br (-6.9315, -0.8107, -2.6905)
Mg (-0.1507, 0.0263, 0.1093)
O (-0.7384, 0.2096, 1.9745)
N (-0.7584, -0.9174, 3.8962)
N (-1.4714, 1.2348, -1.0682)
N (1.0515, 1.7201, -0.1459)
C (-5.2211, -0.1454, -2.2272)
C (-0.3420, -0.7519, 2.6457)
C (0.2799, 2.7413, -0.5316)
C (-3.0364, -0.5042, -1.3243)
C (-2.7304, 0.8541, -1.4822)
C (1.9943, 4.3142, 0.0567)
C (0.6318, -1.7599, 2.1059)
C (-4.2666, -1.0022, -1.6910)
C (2.7702, 3.2443, 0.4767)
C (2.2519, 1.9620, 0.3471)
C (-3.6949, 1.6975, -2.0586)
C (-4.9271, 1.1992, -2.4225)
C (0.7336, 4.0624, -0.4580)
C (-1.0573, 2.4404, -1.0023)
C (0.4683, -1.9257, 0.5938)
H (-3.4934, 2.7434, -2.2360)
H (-1.3873, -0.2455, 4.3133)
H (-5.6682, 1.8506, -2.8569)
H (-4.5019, -2.0463, -1.5673)
H (-0.4707, -1.7102, 4.4455)
H (-0.3191, -2.6705, 0.4279)
H (2.8285, 1.0920, 0.6412)
H (2.3608, 5.3261, 0.1301)
H (1.6356, -1.3771, 2.3345)
H (1.3787, -2.3559, 0.1793)
H (3.7537, 3.4026, 0.8909)
H (-2.2820, -1.1616, -0.9023)
H (-1.6755, 3.3016, -1.2710)
H (0.1028, 4.8686, -0.7988)
H (0.5103, -2.7042, 2.6525)

***

Number 1: HOMO-LUMO gap 10.34 eV, electronic energy -36913.795 eV, HOMO level -15.20 eV. Number 2: HOMO-LUMO gap 6.87 eV, electronic energy -97800.412 eV, HOMO level -11.28 eV.